{
  "formula": "C2H3ClO2S",
  "method": "wB97M-V/def2-TZVPD",
  "elements": ["C", "C", "Cl", "S", "O", "O", "H", "H", "H"],
  "positions_angstrom": [[-1.27094, -0.09858, 0.09241], [-0.01805, -0.66157, -0.48680], [0.55943, -2.21715, -0.09007], [1.44843, 0.60488, 0.18512], [2.73776, -0.04995, 0.01836], [1.21306, 1.91797, -0.34331], [-2.22937, -0.19175, -0.57654], [-1.03106, 1.04032, 0.10440], [-1.40927, -0.34418, 1.09643]],
  "atomic_forces_ev_per_a": [[-0.672, 2.589, -2.722], [1.459, 0.839, 1.122], [-0.768, -0.017, -0.226], [0.301, -1.683, -0.877], [-0.834, 0.676, 0.121], [0.062, 0.453, -0.085], [1.898, -0.254, 1.291], [-0.759, -1.722, -0.165], [-0.687, -0.880, 1.541]],
  "homo_ev": [-9.7, -9.3],
  "total_charge": 0,
  "smiles": "CC(Cl)=S(=O)=O",
  "de_lowest_kj_mol": 307.85,
  "spin_multiplicity": 1
}